2 unconnected molecules or ions with the total composition C3H8ClN3 at a distorted geometry, computed with ωB97M-V/def2-TZVPD.

CARTESIAN COORDINATES (ANGSTROEM)
1 C -2.368 0.361 0.262
2 C 1.140 1.027 0.099
3 C 2.725 -0.842 0.426
4 N -3.653 0.328 0.160
5 N -1.447 0.788 -0.460
6 N 1.449 -0.198 0.224
7 Cl 1.535 2.562 -0.185
8 H -2.012 -0.192 1.187
9 H 3.534 -0.214 0.726
10 H 3.006 -1.556 -0.368
11 H 2.867 -1.648 1.142
12 H -4.296 -0.032 0.855
13 H -4.256 0.486 -0.688
14 H -1.725 1.294 -1.267
15 H 0.644 -0.902 0.386

Summary:
- strongest force on any atom (eV Å⁻¹) = 5.3
- HOMO (spin up / spin down) (hartree) = -0.6685 / -0.6685
- total charge = +2
- E (hartree) = -742.70841
- frontier orbital gap (spin up / spin down) (eV) = 5.852 / 5.850
- energy relative to the best compared isomer or geometry (same formula, charge and spin) (kcal per mole) = 121.8


A molecular structure, C3H8ClN3 at a distorted geometry, computed with ωB97M-V/def2-TZVPD.

CARTESIAN COORDINATES (ANGSTROEM)
1 C 0.963 1.071 -0.975
2 C -0.626 0.038 0.662
3 C -0.954 -1.792 1.108
4 N 1.773 0.867 -1.995
5 N -1.285 0.907 1.309
6 N 0.275 0.147 -0.300
7 Cl -0.024 -2.736 -0.057
8 H 1.001 2.194 -0.546
9 H -2.009 -2.024 0.750
10 H -0.829 -1.704 2.217
11 H 2.387 1.632 -2.324
12 H 2.122 -0.069 -2.258
13 H -2.030 0.383 1.866
14 H -1.419 1.867 1.138
15 H 0.658 -0.780 -0.594

Summary:
- strongest force on any atom (eV Å⁻¹) = 5.2
- HOMO (hartree) = -0.7169
- total charge = +2
- E (hartree) = -742.84480
- frontier orbital gap (eV) = 9.633
- energy relative to the best compared isomer or geometry (same formula, charge and spin) (kcal per mole) = 36.2


A gas-phase ion, C3H8ClO3SSi (charge -1) at a distorted geometry, computed with ωB97M-V/def2-TZVPD.

CARTESIAN COORDINATES (ANGSTROEM)
1 C -1.582 0.297 -0.622
2 C 1.398 0.350 -0.673
3 C -0.039 -1.456 1.728
4 O 1.434 2.589 2.033
5 O -0.282 3.289 0.313
6 O -1.089 2.479 2.395
7 Si -0.024 0.468 0.540
8 S 0.059 2.482 1.496
9 Cl 0.000 -2.778 0.613
10 H -1.456 -0.317 -1.527
11 H -2.279 -0.158 -0.021
12 H -1.981 1.335 -0.701
13 H 1.505 1.126 -1.342
14 H 2.252 0.168 -0.035
15 H 1.106 -0.395 -1.394
16 H -0.710 -1.704 2.466
17 H 1.009 -1.478 2.195

Summary:
- strongest force on any atom (eV Å⁻¹) = 5.5
- HOMO (hartree) = -0.1842
- total charge = -1
- E (hartree) = -1492.74908
- frontier orbital gap (eV) = 8.163
- SMILES = C[Si](C)(CCl)S(=O)(=O)[O-]


A single C3H8ClO4P molecule at a distorted geometry, computed with ωB97M-V/def2-TZVPD.

CARTESIAN COORDINATES (ANGSTROEM)
1 C 2.022 -0.420 -0.004
2 C 0.667 0.156 0.184
3 C -0.554 -0.546 -0.243
4 O 0.481 0.376 1.639
5 O -2.179 1.492 -0.411
6 O -0.858 -0.367 -1.546
7 O -3.203 -0.703 0.027
8 P -2.069 0.309 0.673
9 Cl -0.418 -2.244 0.192
10 H 2.611 -0.081 0.916
11 H 2.520 -0.151 -0.975
12 H 2.115 -1.527 -0.002
13 H 0.539 1.146 -0.227
14 H 0.996 -0.397 2.104
15 H -2.942 2.095 -0.269
16 H -1.750 -0.796 -1.672
17 H -3.760 -1.083 0.624

Summary:
- strongest force on any atom (eV Å⁻¹) = 4.1
- HOMO (hartree) = -0.3186
- E (hartree) = -1221.61948
- frontier orbital gap (eV) = 9.324
- SMILES = C[C@H](O)[C@@](O)(Cl)P(O)O
- energy relative to the best compared isomer or geometry (same formula, charge and spin) (kcal per mole) = 0.0


A molecular structure, C3H8F2NO at a distorted geometry, computed with ωB97M-V/def2-TZVPD.

CARTESIAN COORDINATES (ANGSTROEM)
1 C 1.241 0.018 -0.748
2 C 0.334 0.473 1.503
3 C -1.137 -0.340 -0.461
4 N 0.138 0.491 0.041
5 O -0.739 -1.552 -0.557
6 F -2.094 -0.109 0.500
7 F -0.141 1.818 -0.354
8 H 2.057 0.783 -0.680
9 H 1.513 -1.031 -0.480
10 H 0.936 0.053 -1.820
11 H -0.090 -0.425 1.978
12 H 1.355 0.682 1.498
13 H -0.285 1.150 1.900
14 H -1.735 0.265 -1.531
15 H -1.353 -2.277 -0.788

Summary:
- strongest force on any atom (eV Å⁻¹) = 6.3
- HOMO (hartree) = -0.6167
- total charge = +1
- E (hartree) = -448.43207
- frontier orbital gap (eV) = 13.222
- energy relative to the best compared isomer or geometry (same formula, charge and spin) (kcal per mole) = 82.9


A single C3H8FN molecule at a distorted geometry, computed with ωB97M-V/def2-TZVPD.

CARTESIAN COORDINATES (ANGSTROEM)
1 C 0.052 -0.839 0.792
2 C -0.921 -0.040 -0.179
3 C -0.276 1.243 -0.670
4 H 1.488 -0.342 -0.526
5 H 2.126 -1.378 0.555
6 H -0.058 -1.943 0.744
7 H -0.212 -0.467 1.787
8 H -1.806 0.187 0.575
9 H -1.528 -0.585 -1.054
10 H 0.579 0.839 -1.330
11 H 0.088 1.757 0.150
12 N 1.467 -0.552 0.504
13 F -0.999 2.120 -1.349

Summary:
- strongest force on any atom (eV Å⁻¹) = 4.0
- HOMO (hartree) = -0.3503
- E (hartree) = -273.66716
- frontier orbital gap (eV) = 10.600
- SMILES = NCCCF
- energy relative to the best compared isomer or geometry (same formula, charge and spin) (kcal per mole) = 30.5


2 unconnected molecules or ions with the total composition C3H8FN2 at a distorted geometry, computed with ωB97M-V/def2-TZVPD.

CARTESIAN COORDINATES (ANGSTROEM)
1 C 0.462 -0.048 -0.301
2 C -1.484 -0.237 1.203
3 C 0.804 0.091 -2.516
4 N -0.788 -0.159 -0.046
5 N 1.497 0.118 0.446
6 F -0.533 0.280 -2.855
7 H -2.537 -0.315 0.908
8 H -1.253 -1.093 1.682
9 H -1.187 0.593 1.833
10 H 0.878 -0.943 -2.701
11 H 1.348 0.994 -2.859
12 H -1.418 -0.191 -0.824
13 H 2.523 -0.062 0.209
14 H 1.531 0.048 1.414

Summary:
- strongest force on any atom (eV Å⁻¹) = 5.2
- HOMO (spin up / spin down) (hartree) = -0.4300 / -0.5839
- total charge = +1
- E (hartree) = -328.00183
- frontier orbital gap (spin up / spin down) (eV) = 8.299 / 8.418
- spin multiplicity = 3
- energy relative to the best compared isomer or geometry (same formula, charge and spin) (kcal per mole) = 22.0


A molecular structure, C3H8I2N3O at a distorted geometry, computed with ωB97M-V/def2-TZVPD.

CARTESIAN COORDINATES (ANGSTROEM)
1 C -0.663 0.177 -0.123
2 C -1.216 -0.426 2.277
3 C -1.133 0.115 -2.476
4 N -0.917 -0.302 0.916
5 N 1.957 0.103 0.187
6 N -0.506 0.557 -1.313
7 O 1.774 -0.059 1.506
8 I 3.195 1.779 -0.162
9 I 2.420 -1.691 -0.801
10 H -1.578 0.493 2.630
11 H -2.043 -1.110 2.227
12 H -0.479 -0.978 2.773
13 H -0.597 -0.628 -3.038
14 H -1.075 0.898 -3.151
15 H -2.245 -0.182 -2.317
16 H 0.473 1.061 -1.198
17 H 2.633 0.193 2.061

Summary:
- strongest force on any atom (eV Å⁻¹) = 5.4
- HOMO (hartree) = -0.4628
- total charge = +1
- E (hartree) = -953.57287
- frontier orbital gap (eV) = 7.656
- energy relative to the best compared isomer or geometry (same formula, charge and spin) (kcal per mole) = 0.0


3 unconnected molecules or ions with the total composition C3H8IN2 at a distorted geometry, computed with ωB97M-V/def2-TZVPD.

CARTESIAN COORDINATES (ANGSTROEM)
1 C -1.464 1.755 -0.081
2 C -0.014 2.008 1.624
3 C 1.339 -2.421 -0.486
4 N 0.932 -3.600 -0.469
5 N -1.086 0.804 -0.817
6 I 1.671 0.956 1.139
7 H -2.047 2.555 -0.455
8 H 0.069 3.140 1.354
9 H 2.464 -2.005 -0.219
10 H 0.544 -1.821 -0.774
11 H 1.698 -4.233 -0.225
12 H -0.602 1.722 2.579
13 H -1.359 0.754 -1.755
14 H -0.408 0.088 -0.240

Summary:
- strongest force on any atom (eV Å⁻¹) = 4.6
- HOMO (hartree) = -0.4881
- total charge = +1
- E (hartree) = -525.86495
- frontier orbital gap (eV) = 7.919
- energy relative to the best compared isomer or geometry (same formula, charge and spin) (kcal per mole) = 113.6


2 unconnected molecules or ions with the total composition C3H8INO2 at a distorted geometry, computed with ωB97M-V/def2-TZVPD.

CARTESIAN COORDINATES (ANGSTROEM)
1 C 2.014 -0.522 -0.605
2 C -1.692 1.369 -0.528
3 C -0.337 -0.396 -0.059
4 N 0.858 -1.141 -0.070
5 O -0.172 0.266 1.901
6 O -0.513 0.663 -0.798
7 I 0.986 -2.668 1.218
8 H 2.274 0.395 0.040
9 H 2.872 -1.169 -0.689
10 H 1.803 -0.178 -1.674
11 H -2.501 0.605 -0.439
12 H -1.741 2.187 -1.174
13 H -1.749 1.896 0.495
14 H -1.329 -0.891 0.182
15 H -0.773 -0.417 2.197

Summary:
- strongest force on any atom (eV Å⁻¹) = 4.1
- HOMO (spin up / spin down) (hartree) = -0.3070 / -0.3070
- E (hartree) = -621.89419
- frontier orbital gap (spin up / spin down) (eV) = 8.052 / 8.053
- energy relative to the best compared isomer or geometry (same formula, charge and spin) (kcal per mole) = 64.3


A molecular structure, C3H8INOS at a distorted geometry, computed with ωB97M-V/def2-TZVPD.

CARTESIAN COORDINATES (ANGSTROEM)
1 C 0.136 0.614 1.410
2 C -0.051 1.211 -0.958
3 C 0.683 0.345 0.042
4 N -1.219 -1.486 -0.504
5 O 0.778 -2.114 0.747
6 S 0.507 -1.371 -0.482
7 I 2.958 0.433 -0.125
8 H 0.356 -0.163 2.163
9 H 0.342 1.612 1.905
10 H -0.945 0.544 1.177
11 H -0.009 0.795 -2.049
12 H -1.052 1.228 -0.667
13 H 0.273 2.319 -1.068
14 H -1.339 -1.469 -1.426
15 H -1.417 -2.497 -0.166

Summary:
- strongest force on any atom (eV Å⁻¹) = 5.3
- HOMO (hartree) = -0.3431
- E (hartree) = -944.91749
- frontier orbital gap (eV) = 9.374
- energy relative to the best compared isomer or geometry (same formula, charge and spin) (kcal per mole) = 20.1


A molecular structure, C3H8IrO3 at a distorted geometry, computed with ωB97M-V/def2-TZVPD.

CARTESIAN COORDINATES (ANGSTROEM)
1 O -1.923 -0.717 0.244
2 C -1.156 -1.602 -0.504
3 C 0.330 -1.237 -0.547
4 O 0.498 0.057 -1.099
5 C 1.163 1.045 -0.295
6 H -1.512 -1.663 -1.555
7 H -1.210 -2.632 -0.093
8 H 0.881 -1.939 -1.192
9 H 0.736 -1.301 0.481
10 H 1.514 1.812 -1.004
11 H 0.858 2.175 1.053
12 H 1.887 0.573 0.394
13 Ir -1.219 0.997 0.264
14 O -0.406 2.233 1.447
15 H -0.439 2.198 2.406

Summary:
- strongest force on any atom (eV Å⁻¹) = 6.1
- HOMO (spin up / spin down) (hartree) = -0.4851 / -0.5210
- total charge = +1
- E (hartree) = -448.60306
- frontier orbital gap (spin up / spin down) (eV) = 9.187 / 7.599
- spin multiplicity = 5
- energy relative to the best compared isomer or geometry (same formula, charge and spin) (kcal per mole) = 0.0